P:
Here is 12 unconnected molecules or ions with the total composition C34H97N5O12 from the OMol25 dataset. Energies are from ωB97M-V/def2-TZVPD.

Summary:
Structure (SMILES) ... COC[C@H](C)N.COC[C@H](C)N.COC[C@H](C)N.COC[C@H](C)N.COC[C@H](C)N.CCO.CCO.CCO.CCO.CCO.CCO.CCO
Orbital gap ... 9.4 eV

Atoms and positions in Å:
C1 -4.98214 -3.41095 -3.30643
O1 -5.84491 -4.14585 -2.50456
C2 -5.81096 -3.74388 -1.13532
C3 -6.59670 -4.77244 -0.20953
C4 -8.07275 -4.93323 -0.46108
N1 -6.51340 -4.33163 1.15833
H1 -5.09786 -2.32869 -3.36509
H2 -5.09790 -3.72481 -4.34383
H3 -3.94737 -3.60431 -3.02367
H4 -4.77011 -3.73794 -0.81176
H5 -6.04485 -2.69403 -0.95868
H6 -6.11668 -5.75054 -0.24103
H7 -8.57330 -5.63758 0.20332
H8 -8.25926 -5.37580 -1.43957
H9 -8.52760 -3.94531 -0.38872
H10 -5.62590 -4.51026 1.60615
H11 -7.13964 -4.91574 1.69382
C5 0.31562 9.05710 0.50467
O2 0.13373 8.60386 -0.81381
C6 1.34929 8.46919 -1.45419
C7 1.07557 7.81501 -2.84183
C8 2.39588 7.70032 -3.62965
N2 0.10355 8.55697 -3.66357
H12 0.98671 9.91245 0.58282
H13 0.63703 8.27947 1.19755
H14 -0.61547 9.31551 1.00906
H15 1.86527 9.42666 -1.52559
H16 2.00258 7.84079 -0.84885
H17 0.65148 6.83812 -2.60959
H18 2.73388 8.65766 -4.02634
H19 2.33326 6.99158 -4.45539
H20 3.15246 7.44365 -2.88815
H21 -0.56768 8.76947 -2.93942
H22 0.57436 9.44332 -3.77684
C9 5.66191 -6.95053 -4.84953
O3 4.45543 -6.38478 -5.39293
C10 3.34204 -6.50292 -4.58032
C11 2.16206 -6.02856 -5.34518
C12 0.84368 -5.84248 -4.52572
N3 1.84139 -7.04514 -6.31691
H23 6.48183 -6.88217 -5.56449
H24 5.57606 -8.02136 -4.66503
H25 5.97534 -6.45603 -3.93011
H26 3.15071 -7.51697 -4.22934
H27 3.49403 -5.89578 -3.68792
H28 2.35343 -5.13455 -5.93866
H29 1.08537 -5.03334 -3.83654
H30 0.59250 -6.71190 -3.91816
H31 -0.01650 -5.55368 -5.12969
H32 2.62094 -7.07880 -6.95822
H33 1.79428 -7.95572 -5.88248
C13 0.91994 -1.43870 0.63322
O4 1.37683 -0.23347 0.07500
C14 0.56282 0.88814 0.47716
C15 0.91150 2.17298 -0.20251
C16 2.33414 2.61547 0.10122
N4 0.03636 3.31077 0.28121
H34 1.63380 -2.24750 0.47718
H35 -0.01534 -1.74098 0.16207
H36 0.63638 -1.30994 1.67778
H37 -0.49577 0.72072 0.27851
H38 0.72868 0.97565 1.55090
H39 0.79601 2.14509 -1.28602
H40 2.61266 3.54427 -0.39663
H41 3.03549 1.82099 -0.15375
H42 2.45193 2.75616 1.17566
H43 0.32269 4.19797 -0.10736
H44 -0.88086 3.16653 -0.11628
C17 -3.65747 2.56990 -2.44695
O5 -3.64640 3.73948 -1.64947
C18 -4.45094 4.83595 -2.16663
C19 -4.50698 5.98687 -1.17372
C20 -5.07229 5.64347 0.24648
N5 -5.32357 7.02261 -1.76573
H45 -3.19637 1.65735 -2.06915
H46 -3.10496 2.76720 -3.36559
H47 -4.65080 2.27340 -2.78384
H48 -4.08211 5.15093 -3.14277
H49 -5.47879 4.48852 -2.27105
H50 -3.47894 6.33580 -1.07632
H51 -5.12073 6.55425 0.84333
H52 -4.50891 4.92160 0.83777
H53 -6.11451 5.34069 0.14546
H54 -5.33042 7.86489 -1.20841
H55 -6.28819 6.74460 -1.65478
C21 -1.77455 -6.94841 1.31190
C22 -1.61341 -6.80059 2.86080
O6 -2.27985 -5.64314 3.20546
H56 -2.81664 -7.04171 1.00621
H57 -1.27877 -7.81144 0.86748
H58 -1.29249 -6.08883 0.84626
H59 -0.55303 -6.65279 3.06539
H60 -1.98270 -7.65628 3.42605
H61 -1.86615 -5.26852 3.98656
C23 4.88486 2.05119 -4.61557
C24 6.32536 1.74158 -5.00012
O7 7.01999 2.97152 -5.01529
H62 4.28857 2.58828 -5.35318
H63 4.88549 2.55559 -3.64930
H64 4.38826 1.10839 -4.38623
H65 6.37981 1.18953 -5.93839
H66 6.81116 1.16390 -4.21375
H67 7.95715 2.82082 -4.87167
C25 -0.45322 -5.70484 7.80022
C26 0.26760 -4.41643 7.45347
O8 -0.45958 -3.63068 6.53154
H68 0.00445 -6.21369 8.64857
H69 -0.52198 -6.37973 6.94705
H70 -1.52070 -5.55230 7.95933
H71 1.31258 -4.63417 7.23276
H72 0.33838 -3.79720 8.34769
H73 -0.13583 -2.72723 6.55542
C27 -3.91188 -0.38804 3.57855
C28 -4.51392 -0.03656 2.24982
O9 -5.89838 -0.25310 2.33076
H74 -4.32565 0.26057 4.35068
H75 -2.85345 -0.13727 3.64882
H76 -4.15319 -1.43070 3.78529
H77 -4.10787 -0.67767 1.46738
H78 -4.32505 1.01131 2.01659
H79 -6.07147 -1.19515 2.39550
C29 4.35926 -0.21124 4.07021
C30 5.33912 -0.64304 5.10116
O10 4.91109 -0.09515 6.36453
H80 4.07630 0.83357 4.19827
H81 3.44031 -0.79561 4.11657
H82 4.78397 -0.41495 3.08724
H83 6.32570 -0.23974 4.87286
H84 5.53034 -1.71613 5.10086
H85 5.54907 0.55403 6.66975
C31 -1.43807 5.44397 5.10364
C32 0.05452 5.13775 5.11300
O11 0.21186 3.90323 4.43455
H86 -1.59440 6.37363 5.65081
H87 -2.02541 4.67852 5.61081
H88 -1.72534 5.47565 4.05266
H89 0.40717 4.96273 6.12942
H90 0.66965 5.90921 4.64980
H91 0.01356 4.02292 3.50291
C33 6.98034 -3.25649 -0.00342
C34 6.53600 -1.98494 -0.74751
O12 7.36368 -0.86141 -0.33185
H92 8.06451 -3.32248 -0.09457
H93 6.48317 -4.06812 -0.53463
H94 6.77781 -3.16945 1.06405
H95 5.46580 -1.79786 -0.65924
H96 6.79812 -2.15405 -1.79192
H97 8.01304 -0.74647 -1.02950

***

Q:
Here is 12 unconnected molecules or ions with the total composition C34H97N5O12 from the OMol25 dataset. Energies are from ωB97M-V/def2-TZVPD.

Summary:
Structure (SMILES) ... COC[C@H](C)N.COC[C@H](C)N.COC[C@H](C)N.COC[C@H](C)N.COC[C@H](C)N.CCO.CCO.CCO.CCO.CCO.CCO.CCO
Orbital gap ... 9.2 eV

Atoms and positions in Å:
C1 0.43478 0.88887 -3.14239
O1 -0.03048 1.35427 -4.38610
C2 -0.48929 2.68356 -4.23210
C3 -0.85453 3.32795 -5.55168
C4 0.30592 3.35414 -6.53847
N1 -1.24767 4.71963 -5.26897
H1 0.76880 -0.13591 -3.30461
H2 -0.37428 0.86339 -2.40383
H3 1.23664 1.44722 -2.64361
H4 -1.33620 2.68774 -3.52729
H5 0.23017 3.29888 -3.67219
H6 -1.71764 2.79050 -5.96544
H7 0.06184 3.95894 -7.41345
H8 0.50242 2.34947 -6.91513
H9 1.20312 3.75277 -6.06780
H10 -1.50096 5.14420 -6.16070
H11 -2.15260 4.74759 -4.79672
C5 -5.33392 0.61460 1.96029
O2 -6.62952 0.13637 2.21764
C6 -7.58511 0.82202 1.44547
C7 -9.00624 0.35818 1.77891
C8 -9.32460 -1.05781 1.30933
N2 -9.98728 1.33535 1.33099
H12 -5.31428 1.67345 2.25322
H13 -5.00922 0.44127 0.92833
H14 -4.61647 0.09057 2.59492
H15 -7.51881 1.88545 1.70795
H16 -7.41590 0.70796 0.36565
H17 -9.00275 0.38130 2.87423
H18 -9.59983 -1.01677 0.25255
H19 -10.14863 -1.50503 1.86566
H20 -8.46858 -1.72898 1.41882
H21 -10.91871 0.96106 1.49340
H22 -9.98914 1.44013 0.31729
C9 4.02390 -0.82837 -3.37962
O3 4.64447 -1.74943 -4.24546
C10 3.77105 -2.73995 -4.74842
C11 4.51002 -3.50054 -5.86870
C12 3.76152 -4.78161 -6.19328
N3 5.91971 -3.77105 -5.54916
H23 3.70109 -1.29438 -2.44378
H24 3.19350 -0.33897 -3.90223
H25 4.72728 -0.04114 -3.11354
H26 3.52467 -3.46325 -3.95919
H27 2.86272 -2.25819 -5.12567
H28 4.51949 -2.85230 -6.74976
H29 2.79755 -4.55685 -6.65162
H30 3.64649 -5.44165 -5.33287
H31 4.34404 -5.32188 -6.94328
H32 5.95183 -4.39061 -4.74250
H33 6.27854 -2.86909 -5.24611
C13 -2.07381 0.89181 -0.20534
O4 -0.91818 0.10206 -0.24548
C14 0.11912 0.54369 0.60736
C15 1.40403 -0.21889 0.27168
C16 1.36122 -1.67437 0.75206
N4 2.57880 0.38570 0.90476
H34 -1.91626 1.83429 -0.75694
H35 -2.42888 1.08935 0.81099
H36 -2.83149 0.40572 -0.82514
H37 0.33397 1.60024 0.37883
H38 -0.21442 0.48679 1.65316
H39 1.53543 -0.25619 -0.81214
H40 2.26914 -2.23352 0.52675
H41 0.53241 -2.26212 0.35150
H42 1.21023 -1.68182 1.83783
H43 2.55693 0.22271 1.91622
H44 2.43799 1.40194 0.85970
C17 -1.25634 2.27464 6.94439
O5 -1.09320 1.34411 5.91163
C18 -0.06467 0.41677 6.14642
C19 0.11037 -0.41247 4.88784
C20 -1.22898 -1.05905 4.49156
N5 1.09919 -1.48334 5.16236
H45 -1.56520 1.81094 7.88392
H46 -1.98285 3.03036 6.63846
H47 -0.36158 2.89724 7.09500
H48 0.86006 0.98430 6.33731
H49 -0.23886 -0.18308 7.05028
H50 0.48388 0.20710 4.07250
H51 -1.12491 -1.66145 3.58565
H52 -1.91161 -0.22658 4.29923
H53 -1.61301 -1.74844 5.24299
H54 0.97664 -1.83219 6.10882
H55 0.97283 -2.31559 4.59717
C21 7.20593 -1.11636 -0.46185
C22 5.78760 -1.09385 0.03584
O6 5.14482 0.11782 -0.28360
H56 7.18412 -0.92651 -1.53768
H57 7.67865 -2.08765 -0.31118
H58 7.83791 -0.38397 0.04159
H59 5.76011 -1.30155 1.11589
H60 5.20332 -1.91034 -0.41263
H61 4.21075 0.14378 0.02972
C23 3.11644 2.12994 4.38526
C24 3.82288 0.78790 4.58197
O7 3.19038 -0.20393 3.76712
H62 2.05175 2.03757 4.59196
H63 3.30428 2.52654 3.38833
H64 3.53106 2.85719 5.09321
H65 3.77474 0.44444 5.61880
H66 4.86460 0.86145 4.27370
H67 2.49164 -0.66355 4.29814
C25 0.76623 5.04262 0.02913
C26 1.89326 4.39029 0.80970
O8 2.42860 3.28693 0.06786
H68 0.37594 5.90764 0.57556
H69 -0.01896 4.31446 -0.17718
H70 1.05392 5.44973 -0.94501
H71 1.49389 3.96366 1.73289
H72 2.65512 5.11992 1.10156
H73 2.89149 3.67073 -0.68649
C27 -1.14656 3.35876 3.31218
C28 -2.60478 2.99683 3.29040
O9 -3.28108 3.86896 4.19709
H74 -0.90400 4.26675 2.76303
H75 -0.52524 2.52078 2.98090
H76 -0.79896 3.46485 4.34123
H77 -2.73664 1.94436 3.58338
H78 -3.12837 3.03176 2.32589
H79 -4.21679 3.64775 4.22053
C29 3.41489 -5.41092 0.61611
C30 4.73313 -5.95662 1.17684
O10 5.69565 -4.89533 1.14199
H80 3.54454 -5.04259 -0.40127
H81 3.03090 -4.60851 1.24232
H82 2.69499 -6.23576 0.57442
H83 5.17463 -6.78273 0.63053
H84 4.53880 -6.20779 2.22428
H85 5.55502 -4.24500 1.83233
C31 -1.03601 -3.60846 -1.70688
C32 -2.32109 -3.11802 -1.07454
O11 -2.82807 -3.96951 -0.05745
H86 -1.27575 -4.46488 -2.33985
H87 -0.31307 -3.88475 -0.94246
H88 -0.66646 -2.83089 -2.37468
H89 -3.03245 -2.95291 -1.89423
H90 -2.17935 -2.14363 -0.58877
H91 -3.61114 -3.58725 0.34006
C33 -3.67742 1.14783 -3.74957
C34 -3.29840 -0.31393 -3.46299
O12 -3.40556 -1.07001 -4.65911
H92 -4.69955 1.11389 -4.14305
H93 -3.04950 1.53973 -4.54570
H94 -3.78153 1.77472 -2.86231
H95 -3.98674 -0.76541 -2.74991
H96 -2.25872 -0.36808 -3.12060
H97 -2.68675 -0.83253 -5.25304

***

Least stable = P